# 1
{
  "formula": "C32H26F5N3OPRh",
  "method": "the ωB97M-V functional and the def2-TZVPD basis",
  "e_tot_ha": -2425.26169,
  "total_charge": 2,
  "spin_multiplicity": 1,
  "e_above_lowest_kcal_mol": 0.0,
  "homo_ev": -14.234,
  "lumo_energy_ev": -7.33,
  "species": ["Rh", "C", "C", "O", "N", "C", "C", "C", "C", "C", "C", "N", "H", "H", "H", "H", "H", "H", "H", "H", "H", "H", "N", "C", "C", "C", "C", "C", "C", "P", "C", "C", "C", "C", "C", "C", "C", "C", "C", "C", "C", "C", "H", "H", "H", "H", "H", "H", "H", "H", "H", "H", "H", "H", "H", "H", "H", "H", "F", "C", "C", "C", "F", "C", "F", "C", "F", "C", "F"],
  "xyz": [[-0.120, -0.366, 0.217], [-1.827, -2.120, -3.558], [-0.874, -1.328, -2.721], [-1.044, -1.280, -1.481], [0.130, -0.711, -3.341], [1.177, -0.012, -2.618], [2.098, -0.989, -1.921], [3.137, -1.624, -2.580], [3.942, -2.508, -1.880], [3.658, -2.763, -0.545], [2.585, -2.118, 0.035], [1.826, -1.236, -0.634], [-2.714, -1.516, -3.757], [-2.136, -3.000, -2.998], [-1.387, -2.421, -4.506], [0.184, -0.758, -4.345], [0.710, 0.640, -1.875], [1.732, 0.614, -3.311], [3.322, -1.414, -3.625], [4.779, -2.989, -2.367], [4.258, -3.450, 0.037], [2.308, -2.324, 1.063], [1.119, -0.129, 2.018], [0.888, -1.088, 3.081], [1.807, -1.252, 4.103], [1.535, -2.150, 5.125], [0.360, -2.895, 5.117], [-0.537, -2.757, 4.072], [-0.263, -1.849, 3.049], [-1.285, -1.725, 1.596], [-2.830, -0.899, 1.994], [-3.240, -0.644, 3.298], [-4.456, -0.009, 3.517], [-5.233, 0.399, 2.444], [-4.820, 0.149, 1.138], [-3.617, -0.495, 0.910], [-1.737, -3.366, 1.069], [-3.037, -3.838, 1.246], [-3.354, -5.119, 0.818], [-2.394, -5.910, 0.203], [-1.096, -5.438, 0.029], [-0.766, -4.166, 0.455], [2.106, 0.077, 1.902], [0.658, 0.752, 2.252], [2.707, -0.648, 4.127], [2.242, -2.260, 5.937], [0.153, -3.592, 5.918], [-1.434, -3.363, 4.033], [-2.620, -0.929, 4.138], [-4.791, 0.176, 4.529], [-6.164, 0.920, 2.623], [-5.433, 0.468, 0.305], [-3.283, -0.687, -0.104], [-3.788, -3.220, 1.719], [-4.357, -5.498, 0.962], [-2.657, -6.899, -0.148], [-0.352, -6.065, -0.443], [0.238, -3.783, 0.307], [-1.060, 1.277, 2.930], [-1.570, 1.814, 1.794], [-1.093, 1.393, 0.561], [-1.676, 2.007, -0.534], [-1.305, 1.626, -1.776], [-2.664, 2.969, -0.434], [-3.183, 3.513, -1.525], [-3.118, 3.343, 0.819], [-4.093, 4.220, 0.940], [-2.556, 2.765, 1.948], [-2.982, 3.107, 3.155]],
  "atomic_forces_ev_per_a": [[2.76, -1.01, 0.23], [-0.04, 0.00, 0.02], [-0.08, -0.02, -0.03], [-0.29, 0.56, 0.34], [0.02, 0.08, 0.11], [0.16, -0.21, 0.18], [-0.02, 0.01, -0.04], [0.07, 0.11, -0.03], [-0.01, -0.04, 0.02], [0.05, 0.03, -0.02], [0.04, -0.01, -0.16], [-0.29, -0.66, 0.19], [0.01, 0.02, 0.03], [-0.01, 0.00, 0.00], [-0.02, 0.01, -0.01], [-0.05, -0.05, -0.01], [0.08, 0.22, -0.10], [-0.06, 0.03, -0.03], [0.04, 0.03, 0.02], [-0.02, -0.02, 0.00], [-0.01, -0.01, -0.01], [0.02, 0.06, 0.02], [-1.25, 0.84, -0.76], [0.35, -0.11, 0.06], [0.03, 0.25, 0.11], [-0.05, 0.02, -0.06], [0.00, 0.04, 0.02], [0.08, -0.02, -0.01], [0.10, -0.24, -0.16], [-1.20, 1.33, 0.07], [-0.07, -0.06, -0.06], [-0.05, -0.13, -0.04], [0.04, 0.06, 0.04], [-0.03, -0.02, -0.02], [0.06, 0.05, 0.01], [-0.14, -0.14, 0.05], [0.41, -0.03, -0.56], [0.05, 0.00, 0.00], [-0.01, -0.02, 0.01], [0.00, 0.03, 0.01], [0.03, -0.02, -0.04], [-0.08, 0.02, 0.06], [0.03, -0.15, -0.27], [0.32, 0.04, 0.52], [0.02, -0.05, 0.01], [0.01, -0.03, -0.01], [0.01, 0.00, 0.00], [0.02, -0.02, 0.00], [-0.02, 0.00, 0.01], [0.03, 0.04, 0.00], [-0.02, -0.04, 0.00], [0.00, -0.01, 0.00], [-0.03, -0.01, 0.00], [-0.02, -0.01, -0.03], [0.00, 0.01, -0.01], [0.01, -0.01, 0.04], [0.00, 0.01, 0.00], [0.01, -0.05, 0.00], [-0.05, -0.05, 0.02], [0.23, 0.31, -0.04], [-1.20, -1.10, 0.40], [0.09, -0.03, -0.09], [-0.11, -0.02, -0.02], [0.10, 0.09, -0.10], [-0.03, 0.01, 0.00], [-0.08, -0.10, 0.01], [0.03, 0.10, 0.00], [0.05, 0.03, 0.10], [0.00, 0.05, 0.00]],
  "lowdin_charge": [0.95, 0.05, -0.46, -0.10, 0.12, -0.09, -0.24, 0.02, -0.01, -0.02, -0.12, 0.02, 0.11, 0.10, 0.10, 0.17, 0.09, 0.15, 0.13, 0.13, 0.12, 0.10, 0.04, -0.30, 0.00, -0.02, -0.03, -0.04, -0.29, 1.07, -0.38, -0.07, -0.04, -0.04, -0.05, -0.10, -0.34, -0.05, -0.04, -0.04, -0.05, -0.08, 0.12, 0.09, 0.13, 0.13, 0.12, 0.13, 0.11, 0.12, 0.12, 0.12, 0.11, 0.11, 0.12, 0.12, 0.12, 0.09, 0.06, -0.24, -0.11, -0.22, 0.07, -0.14, 0.16, -0.13, 0.18, -0.15, 0.15]
}

# 2
{
  "formula": "C32H27AsN6O9PReS2",
  "method": "the ωB97M-V functional and the def2-TZVPD basis",
  "e_tot_ha": -5692.97689,
  "total_charge": 1,
  "spin_multiplicity": 2,
  "homo_ev": [-9.589, -9.342],
  "s_squared": 0.800,
  "lumo_energy_ev": [-5.21, -5.37],
  "species": ["Re", "O", "S", "O", "O", "C", "C", "C", "C", "C", "C", "P", "C", "C", "C", "C", "C", "C", "C", "C", "C", "C", "C", "C", "H", "H", "H", "H", "H", "H", "H", "H", "H", "H", "H", "H", "H", "H", "N", "C", "N", "C", "N", "N", "C", "N", "C", "C", "C", "C", "C", "N", "H", "H", "H", "H", "H", "H", "H", "H", "O", "As", "O", "O", "C", "C", "C", "C", "C", "C", "S", "O", "O", "O", "H", "H", "H", "H", "H"],
  "xyz": [[1.313, 1.326, -0.051], [-1.375, 3.033, 0.909], [-1.512, 1.687, 0.432], [-1.232, 0.633, 1.407], [-0.681, 1.418, -0.783], [-3.155, 1.310, -0.109], [-4.225, 2.168, -0.238], [-5.447, 1.648, -0.651], [-5.571, 0.292, -0.920], [-4.481, -0.558, -0.802], [-3.252, -0.044, -0.394], [-1.716, -1.040, -0.325], [-1.782, -2.110, 1.128], [-2.692, -1.881, 2.156], [-2.676, -2.694, 3.275], [-1.757, -3.730, 3.378], [-0.820, -3.932, 2.372], [-0.823, -3.114, 1.256], [-2.008, -2.052, -1.804], [-2.132, -1.348, -3.002], [-2.356, -2.024, -4.183], [-2.451, -3.409, -4.180], [-2.317, -4.110, -2.993], [-2.079, -3.439, -1.805], [-4.101, 3.217, -0.029], [-6.302, 2.296, -0.766], [-6.525, -0.107, -1.237], [-4.590, -1.611, -1.021], [-3.392, -1.062, 2.079], [-3.375, -2.510, 4.079], [-1.761, -4.376, 4.245], [-0.077, -4.709, 2.471], [-0.085, -3.237, 0.474], [-2.033, -0.272, -2.988], [-2.437, -1.482, -5.112], [-2.631, -3.944, -5.100], [-2.380, -5.189, -2.990], [-1.984, -3.990, -0.880], [1.180, -0.354, 2.686], [1.029, 0.941, 2.932], [0.886, 1.332, 4.185], [0.802, 2.640, 4.422], [0.642, 3.037, 5.680], [0.880, 3.586, 3.461], [1.015, 3.145, 2.240], [1.095, 1.833, 1.894], [1.119, 4.026, 1.082], [0.955, 5.404, 1.110], [1.061, 6.109, -0.078], [1.316, 5.405, -1.251], [1.458, 4.030, -1.205], [1.356, 3.345, -0.066], [1.023, -0.994, 3.449], [1.109, -0.682, 1.733], [0.646, 2.347, 6.411], [0.569, 4.016, 5.896], [0.740, 5.886, 2.051], [0.964, 7.185, -0.092], [1.427, 5.913, -2.196], [1.689, 3.444, -2.085], [5.839, 0.847, -0.197], [4.248, 0.862, -0.987], [4.306, 2.125, -1.975], [3.256, 1.067, 0.381], [4.266, -0.996, -1.590], [5.482, -1.640, -1.768], [5.499, -2.980, -2.128], [4.309, -3.668, -2.315], [3.095, -3.016, -2.153], [3.085, -1.680, -1.784], [1.537, -0.804, -1.595], [1.782, 0.599, -1.976], [0.572, -1.508, -2.383], [1.167, -0.800, -0.150], [6.164, 1.749, -0.128], [6.398, -1.085, -1.610], [6.444, -3.486, -2.262], [4.334, -4.712, -2.598], [2.157, -3.517, -2.336]],
  "atomic_forces_ev_per_a": [[1.09, -0.71, 0.71], [-0.26, 0.36, -0.33], [-2.86, -0.09, 2.59], [-0.05, 1.14, 0.10], [3.38, 0.39, -0.68], [0.49, -0.27, -0.15], [0.02, 0.31, 0.00], [0.15, -0.03, 0.04], [0.01, -0.03, -0.04], [0.01, 0.25, 0.13], [-0.35, -0.71, 0.17], [-0.23, -1.10, -1.07], [-0.40, 0.00, -0.20], [0.16, -0.19, -0.04], [0.01, 0.01, 0.13], [0.05, -0.01, 0.01], [0.02, 0.03, 0.13], [-0.11, 0.18, -0.05], [-0.52, -0.40, 0.41], [-0.07, -0.21, 0.13], [0.04, 0.03, -0.04], [-0.03, -0.16, 0.04], [0.15, -0.15, -0.15], [-0.16, 0.22, -0.04], [-0.03, 0.17, 0.06], [-0.03, 0.10, 0.03], [-0.03, 0.01, 0.01], [0.08, -0.03, -0.04], [-0.11, 0.00, 0.02], [-0.07, -0.05, 0.04], [0.00, 0.01, 0.05], [0.01, -0.10, -0.02], [0.07, -0.13, -0.05], [-0.02, 0.14, -0.10], [-0.05, 0.09, -0.10], [-0.01, -0.01, -0.08], [-0.05, -0.08, -0.03], [-0.03, -0.06, 0.02], [-0.08, 0.22, -0.22], [0.24, -0.03, 0.38], [-0.09, 0.06, 0.46], [0.06, -0.74, -0.25], [0.03, 0.09, -0.04], [-0.01, 0.77, -0.82], [0.04, -0.80, 1.02], [0.12, 0.15, 0.71], [-0.05, 0.70, -0.24], [0.13, -0.69, 0.17], [0.12, -0.36, -0.30], [0.03, 0.09, 0.13], [0.22, 0.33, -0.53], [0.10, 1.02, 0.01], [-0.03, 0.04, -0.04], [-0.02, -0.24, 0.35], [-0.06, 0.04, -0.02], [0.03, -0.02, -0.02], [0.04, -0.02, 0.09], [-0.06, 0.02, 0.00], [-0.02, 0.00, -0.05], [0.00, 0.03, -0.06], [-0.60, -0.68, 0.04], [3.68, -0.25, -0.54], [-0.75, 0.62, -0.68], [-3.36, 0.47, 0.35], [0.00, 0.78, 0.49], [0.12, 0.28, 0.11], [-0.10, 0.06, 0.00], [-0.02, 0.11, 0.04], [-0.31, -0.06, -0.09], [-0.35, 0.42, 0.17], [-0.61, -4.62, -2.97], [0.18, 1.09, -0.11], [1.03, 0.56, 0.18], [0.22, 1.64, 0.84], [0.01, 0.20, -0.13], [-0.03, -0.11, 0.00], [0.05, 0.00, -0.02], [-0.08, 0.01, -0.01], [-0.09, -0.11, -0.01]],
  "lowdin_charge": [1.65, -0.25, 0.52, -0.37, -0.44, -0.26, -0.03, -0.05, -0.05, -0.04, -0.32, 1.12, -0.34, -0.08, -0.07, -0.08, -0.08, -0.12, -0.38, -0.12, -0.07, -0.08, -0.08, -0.08, 0.12, 0.11, 0.11, 0.12, 0.11, 0.11, 0.11, 0.11, 0.10, 0.11, 0.11, 0.10, 0.10, 0.09, 0.23, -0.41, 0.20, -0.41, 0.20, 0.22, -0.26, -0.03, -0.18, 0.04, 0.01, 0.01, -0.05, -0.07, 0.13, 0.06, 0.12, 0.12, 0.13, 0.13, 0.12, 0.13, -0.23, 0.90, -0.42, -0.48, -0.22, -0.05, -0.03, -0.03, -0.03, -0.26, 0.54, -0.41, -0.23, -0.44, 0.05, 0.11, 0.12, 0.12, 0.12]
}